C25H21Br2F4IrN5PSSe | ωB97M-V/def2-TZVPD

Each line ends with the Mulliken charge.
Positions of all 61 atoms, in Å:
Ir (0.152, 0.406, 0.433)  1.55
F (0.117, -7.325, -0.690)  -0.29
C (0.244, -6.071, -0.268)  0.65
C (1.134, -5.766, 0.738)  0.24
F (1.855, -6.734, 1.302)  -0.30
C (1.263, -4.459, 1.164)  0.23
F (2.130, -4.252, 2.159)  -0.39
C (0.524, -3.409, 0.621)  -0.12
P (0.839, -1.672, 1.251)  0.18
C (0.168, -1.947, 2.939)  0.52
C (0.891, -2.368, 4.050)  -0.06
C (0.255, -2.513, 5.278)  -0.83
C (-1.102, -2.261, 5.400)  -0.60
C (-1.835, -1.866, 4.289)  -0.64
C (-1.201, -1.706, 3.068)  -0.46
C (2.655, -1.726, 1.335)  0.12
C (3.348, -2.211, 0.228)  -0.53
C (4.733, -2.253, 0.236)  -0.96
C (5.433, -1.823, 1.357)  -0.46
C (4.745, -1.301, 2.441)  -1.19
C (3.361, -1.221, 2.418)  -0.04
C (-0.397, -3.756, -0.377)  0.07
Br (-1.561, -2.514, -1.159)  0.00
C (-0.522, -5.064, -0.815)  0.14
F (-1.393, -5.386, -1.772)  -0.33
H (1.945, -2.586, 3.970)  0.50
H (0.829, -2.816, 6.144)  0.42
H (-1.587, -2.362, 6.363)  0.37
H (-2.895, -1.664, 4.378)  0.44
H (-1.761, -1.368, 2.204)  0.29
H (2.803, -2.543, -0.649)  0.51
H (5.265, -2.622, -0.632)  0.44
H (6.514, -1.882, 1.374)  0.42
H (5.289, -0.951, 3.310)  0.51
H (2.832, -0.754, 3.239)  0.63
Se (-0.507, 1.541, 2.407)  -0.59
N (-3.694, 0.816, -1.372)  -0.05
C (-4.152, 0.792, -0.070)  -0.73
C (-3.069, 0.509, 0.695)  -0.30
N (-1.967, 0.361, -0.120)  0.00
C (-2.375, 0.551, -1.356)  -0.59
H (-4.244, 1.000, -2.192)  0.21
H (-5.179, 0.975, 0.187)  0.40
H (-2.996, 0.418, 1.763)  0.45
H (-1.750, 0.493, -2.233)  0.44
Br (0.812, 0.408, -2.011)  -0.67
C (6.361, 2.040, 0.120)  -1.06
C (5.516, 2.138, 1.394)  -0.17
C (4.063, 2.266, 1.067)  0.16
N (3.229, 1.296, 1.035)  -0.31
N (1.977, 1.664, 0.641)  0.19
C (1.870, 2.943, 0.375)  0.58
N (0.756, 3.557, -0.063)  -0.29
S (3.352, 3.794, 0.601)  -0.23
H (7.418, 1.939, 0.367)  0.35
H (6.235, 2.926, -0.504)  0.35
H (6.061, 1.166, -0.459)  0.28
H (5.832, 2.999, 1.986)  0.36
H (5.638, 1.237, 1.992)  -0.06
H (-0.108, 3.038, -0.026)  0.01
H (0.720, 4.557, -0.114)  0.21

Atomic forces in eV per Å
Ir -0.213 0.938 1.706
F -0.008 0.034 0.017
C -0.031 -0.156 -0.076
C 0.092 -0.097 0.104
F 0.012 0.037 -0.027
C -0.070 0.176 0.099
F 0.003 -0.090 0.007
C -0.041 0.065 -0.427
P -0.020 0.614 -0.364
C -0.177 0.239 -0.095
C -0.034 -0.074 -0.048
C 0.028 -0.002 -0.024
C -0.028 0.040 0.007
C 0.034 -0.045 -0.082
C 0.015 -0.088 0.093
C -0.047 0.026 -0.026
C 0.022 0.070 0.010
C -0.036 0.063 0.003
C 0.001 -0.006 -0.074
C -0.013 -0.033 0.070
C -0.003 -0.094 0.034
C 0.151 -0.009 0.126
Br 0.004 -0.145 -0.038
C -0.098 0.131 -0.065
F 0.022 -0.041 0.026
H -0.021 -0.022 0.021
H 0.006 -0.013 -0.023
H 0.003 -0.013 -0.015
H 0.011 -0.009 -0.008
H -0.008 -0.030 0.053
H 0.018 -0.011 -0.004
H -0.007 -0.022 0.017
H -0.014 0.004 0.012
H -0.021 0.028 -0.017
H 0.034 0.008 0.003
Se 0.161 -0.201 -0.626
N -0.021 -0.027 0.176
C 0.014 -0.055 -0.114
C -0.050 -0.168 -0.017
N 0.606 -0.147 0.399
C -0.123 -0.014 -0.149
H 0.039 -0.009 -0.025
H 0.012 -0.011 -0.012
H 0.050 0.099 -0.006
H 0.045 0.068 0.047
Br 0.214 -0.341 -0.486
C -0.004 -0.085 0.053
C -0.019 0.041 -0.224
C -0.061 0.085 0.046
N 0.027 -0.077 -0.087
N -0.520 -0.832 0.078
C -0.196 0.162 -0.173
N 0.286 0.026 -0.148
S 0.029 -0.040 -0.015
H -0.007 0.034 0.003
H 0.021 -0.010 -0.016
H -0.010 0.025 -0.017
H -0.002 -0.046 0.071
H -0.022 0.007 0.063
H -0.049 0.025 0.163
H 0.013 0.017 0.023

The LUMO energy (spin up / spin down) comes out at -0.78 / -0.78 eV. Its charge is 0.

C2H11N2O | ωB97M-V/def2-TZVPD

Each line ends with the Mulliken charge.
Positions of all 16 atoms, in Å:
C (1.031, 1.119, 1.613)  -0.81
N (1.369, 0.225, 0.468)  -0.24
H (0.058, 0.865, 1.999)  0.28
H (1.124, 2.149, 1.257)  0.33
H (1.892, 1.131, 2.284)  0.39
H (2.076, 0.650, -0.129)  0.39
H (1.639, -0.715, 0.738)  0.39
H (0.485, 0.077, -0.162)  0.34
N (-1.198, 0.331, -0.510)  -0.65
C (-1.337, -1.072, -0.929)  -0.35
O (-0.095, -1.341, -1.524)  -0.56
H (-1.960, 0.640, 0.094)  0.26
H (-1.466, 0.897, -1.318)  0.23
H (-2.114, -1.228, -1.664)  0.39
H (-1.539, -1.687, -0.052)  0.28
H (0.033, -2.040, -2.164)  0.33

Atomic forces in eV per Å
C 1.591 0.795 -0.619
N -1.124 -0.153 -0.908
H 0.039 0.032 0.354
H -0.880 -0.137 -0.262
H -0.513 -0.725 0.590
H 0.187 -0.282 0.097
H 0.377 0.011 0.152
H 0.735 0.778 0.848
N -1.275 0.352 -0.785
C -0.303 -0.082 -0.366
O 1.324 0.570 0.599
H 0.211 -0.638 0.608
H 0.786 -0.034 -0.223
H -0.457 0.006 -0.076
H 0.126 -0.120 0.052
H -0.823 -0.372 -0.061

The LUMO energy comes out at -3.04 eV. Its charge is +1.

H80O40 | ωB97M-V/def2-TZVPD

Each line ends with the Mulliken charge.
Positions of all 120 atoms, in Å:
H (-0.485, -4.402, 0.744)  0.23
H (-0.178, -3.459, 1.829)  0.15
O (-0.106, -3.544, 0.894)  -0.34
H (-0.805, 1.509, -2.842)  0.27
H (-1.133, 3.048, -3.233)  0.30
O (-1.525, 2.133, -3.043)  -0.69
H (-4.594, 2.283, -3.805)  0.29
H (-4.906, 3.211, -2.476)  0.21
O (-4.289, 2.634, -2.926)  -0.43
H (-1.907, 0.348, 4.446)  0.27
H (-0.421, 0.329, 4.204)  0.14
O (-1.252, 0.094, 3.790)  -0.36
H (-2.581, -3.466, -1.399)  0.23
H (-1.558, -2.500, -1.644)  0.24
O (-1.828, -3.392, -2.056)  -0.56
H (1.243, -2.428, -3.872)  0.21
O (1.448, -2.628, -4.800)  -0.64
H (-0.092, 2.949, 0.310)  0.27
O (-0.436, 3.760, 0.654)  -0.31
H (-0.388, -5.621, -3.303)  0.27
H (0.954, -5.429, -2.737)  0.42
O (0.268, -6.090, -2.786)  -0.64
H (1.131, -3.183, 3.881)  0.21
H (1.586, -3.340, 5.374)  0.26
O (1.855, -3.091, 4.503)  -0.62
H (1.919, 6.276, -1.560)  0.38
H (1.646, 5.310, -2.694)  0.31
O (2.150, 6.132, -2.458)  -0.66
H (3.101, -2.715, 0.288)  0.18
H (3.657, -1.350, 0.682)  0.14
O (2.862, -1.757, 0.352)  -0.32
H (3.142, 2.155, -5.359)  0.31
O (2.399, 1.868, -4.811)  -0.66
H (4.249, 1.226, -0.719)  0.23
H (4.837, 1.679, 0.682)  0.26
O (4.181, 1.162, 0.230)  -0.46
H (-2.305, -2.029, -3.302)  0.30
H (-3.325, -2.349, -4.467)  0.20
O (-3.131, -1.798, -3.707)  -0.47
H (-4.669, -0.265, 1.895)  0.32
H (-3.320, -1.146, 1.909)  0.25
O (-4.259, -1.151, 1.767)  -0.66
H (4.125, -2.594, -2.175)  0.34
H (3.380, -2.648, -3.550)  0.42
O (3.958, -3.209, -2.940)  -0.76
H (2.194, 2.349, 4.370)  0.26
H (2.974, 2.163, 5.667)  0.30
O (2.139, 1.908, 5.227)  -0.58
H (4.779, -3.353, 2.641)  0.25
H (3.419, -2.915, 3.176)  0.27
O (3.855, -3.456, 2.475)  -0.54
H (3.581, 2.934, -1.858)  0.26
O (2.890, 3.514, -2.330)  -0.51
H (1.337, -0.126, 3.229)  0.10
H (0.414, -0.975, 2.356)  0.02
O (0.852, -1.047, 3.243)  -0.46
H (0.955, 2.073, 3.060)  0.24
O (1.423, 1.288, 2.800)  -0.74
H (1.559, -3.715, -1.192)  -0.10
H (2.465, -3.807, -2.413)  0.60
O (1.482, -3.872, -2.168)  -0.54
H (1.720, 1.353, 0.023)  -0.01
H (1.494, 2.860, -0.738)  0.30
O (1.312, 1.850, -0.702)  -0.33
H (2.495, -1.224, 2.761)  0.52
H (3.031, 0.142, 3.108)  0.44
O (3.113, -0.542, 2.375)  -0.59
H (-2.325, 3.098, -1.983)  0.46
H (-3.228, 2.766, -0.628)  0.06
O (-2.708, 3.409, -1.093)  -0.62
H (-3.136, -0.315, -0.874)  0.10
H (-3.764, 1.013, -0.619)  0.22
O (-3.618, 0.155, -0.191)  -0.21
H (-0.730, 0.320, 1.552)  -0.08
H (-1.918, 1.211, 1.817)  0.18
O (-1.473, 0.802, 1.081)  0.16
H (1.235, -5.665, 1.534)  0.32
H (1.043, -5.934, -0.024)  0.32
O (0.862, -6.265, 0.843)  -0.65
H (0.783, 5.070, -0.805)  0.30
H (0.720, 5.062, 0.668)  0.40
O (1.443, 5.135, -0.064)  -0.76
H (3.464, 0.897, -2.261)  0.12
H (3.843, 0.774, -3.717)  0.32
O (4.234, 0.972, -2.849)  -0.60
H (4.555, -0.625, 2.883)  0.42
H (5.934, -0.560, 3.755)  0.25
O (5.488, -0.991, 3.034)  -0.75
H (-3.656, -0.766, 4.223)  0.30
O (-4.430, -0.259, 4.567)  -0.61
H (-0.849, 4.054, 3.052)  0.27
H (-0.519, 4.630, 4.537)  0.27
O (-0.190, 4.297, 3.713)  -0.60
H (3.149, 4.404, -2.003)  0.35
H (1.222, -3.578, -4.831)  0.36
H (1.647, 1.053, 1.900)  -0.05
H (-1.297, 3.997, 0.246)  0.25
H (2.119, 2.484, -4.146)  0.29
H (-5.297, -0.630, 4.703)  0.27
O (0.913, -0.360, 0.726)  1.49
H (0.647, -0.263, -0.217)  -0.50
H (1.467, -1.183, 0.903)  -0.11
O (-4.245, -2.056, -1.167)  -0.63
H (-4.399, -1.355, -1.797)  0.29
H (-4.419, -1.468, -0.371)  0.43
O (-2.782, -6.181, 0.323)  -0.59
H (-3.264, -5.953, 1.136)  0.30
H (-3.243, -5.463, -0.135)  0.29
O (0.923, 0.007, -2.439)  -0.24
H (1.339, 0.668, -1.859)  -0.18
H (1.110, 0.115, -3.389)  0.24
O (-3.829, 0.515, -4.033)  -0.62
H (-2.999, 0.163, -3.608)  0.19
H (-3.416, 0.859, -4.870)  0.34
O (-5.711, 3.390, -0.297)  -0.51
H (-6.426, 2.812, -0.064)  0.30
H (-5.433, 3.888, 0.480)  0.21
O (-4.406, 3.884, 2.957)  -0.60
H (-3.538, 3.709, 2.488)  0.34
H (-4.973, 4.335, 2.334)  0.27

Atomic forces in eV per Å
H -0.358 -1.010 -0.523
H -0.054 0.368 1.160
O 0.340 0.771 -0.741
H 0.181 0.417 0.149
H -0.283 -2.270 0.033
O 1.076 1.691 -0.900
H 0.025 0.545 1.853
H -0.422 0.187 -0.315
O -0.211 -0.058 -1.032
H -0.277 0.230 0.103
H 0.372 -0.334 0.077
O -1.150 0.466 0.417
H 0.468 -0.373 -1.434
H 0.291 -1.883 -1.002
O -0.180 2.087 2.826
H -0.180 -0.007 -0.066
O -0.021 -0.499 0.470
H -0.378 -1.200 -0.545
O -1.474 1.489 1.380
H -0.508 -0.074 0.077
H 0.485 0.438 0.460
O -0.404 -0.895 -0.472
H -0.216 0.198 0.417
H -0.476 -0.305 0.556
O 0.974 -0.057 -0.563
H -0.155 0.455 1.560
H 0.695 1.290 0.040
O -0.360 -1.257 -1.989
H -0.282 1.038 0.447
H 0.448 0.461 0.414
O 0.435 -2.665 -1.719
H -0.425 0.593 0.559
O -0.218 -1.613 -0.957
H 0.899 0.211 -0.129
H 0.639 0.370 -0.194
O -1.269 -0.636 0.424
H 0.346 -1.271 -0.120
H 0.393 -0.159 0.105
O -0.602 0.594 -0.341
H 1.193 -0.954 -0.058
H 0.545 0.793 -0.076
O -1.849 -0.526 0.659
H -0.066 -0.753 -1.060
H 1.153 -0.992 0.717
O -0.777 2.018 0.058
H 0.136 -0.077 0.275
H -0.709 -0.194 -0.135
O 0.914 0.343 0.401
H 1.037 0.301 0.207
H 0.545 -0.938 -0.506
O -1.435 0.214 0.275
H -1.588 1.094 -1.441
O 1.960 -0.596 1.672
H -2.079 -1.960 0.582
H 0.184 -0.219 1.266
O 0.500 0.508 -0.939
H -0.683 0.729 -0.936
O 0.931 0.554 1.078
H -0.789 -0.156 -1.084
H -1.225 -0.174 0.081
O 2.068 0.744 1.303
H 0.274 0.703 0.115
H 0.444 -2.469 0.359
O -0.093 2.252 -0.201
H 0.426 0.265 -0.555
H 0.321 -0.740 -1.280
O 0.052 1.365 2.584
H -1.602 -0.585 2.285
H -0.164 -0.573 -0.490
O 1.620 1.757 -0.316
H 0.479 -0.135 0.078
H -0.145 -0.185 -0.009
O -0.384 1.819 -0.960
H -1.252 0.931 -1.076
H -0.433 0.160 0.402
O 1.884 -0.740 0.626
H -0.169 -0.623 -1.341
H 0.307 0.489 -0.763
O -0.057 -0.061 2.023
H 1.011 -0.033 0.920
H 1.947 -0.178 -1.276
O -2.231 0.375 0.282
H -0.004 -0.268 -0.533
H 0.032 0.304 0.230
O -0.201 -0.340 0.492
H 1.650 -0.845 0.220
H 0.031 0.314 0.350
O -0.474 0.011 -0.476
H -2.150 -0.359 0.348
O 1.735 1.486 0.165
H -0.216 0.325 0.458
H -0.848 0.051 0.237
O 1.275 -0.589 -0.901
H -0.328 -0.268 -0.486
H 0.178 0.564 -0.182
H -0.579 0.615 -0.817
H 0.317 -1.045 -0.339
H 0.644 1.011 0.314
H 0.422 -1.127 -0.418
O -0.451 0.114 -0.383
H 0.172 -0.912 0.958
H -0.244 1.092 -1.478
O -0.522 0.768 1.718
H -0.116 -0.361 -1.340
H 0.139 -1.621 -0.378
O -1.094 1.277 0.634
H 0.565 -0.985 0.623
H 0.501 -0.213 -1.229
O -0.563 -0.903 -0.757
H -0.057 0.576 -0.728
H 0.284 0.289 0.708
O 1.910 0.324 -1.557
H -1.676 0.328 -0.569
H -0.727 -0.444 0.962
O 0.837 0.512 -0.411
H -0.532 -0.348 0.464
H -0.321 -0.301 -0.217
O 1.702 -0.588 -0.454
H -1.661 0.391 0.661
H 0.002 0.277 -0.113

The LUMO energy comes out at -0.56 eV. Its charge is 0.

C24H17BF4N5O4SeTl | ωB97M-V/def2-TZVPD

Each line ends with the Mulliken charge.
Positions of all 57 atoms, in Å:
Tl (0.214, 0.220, -0.165)  1.49
O (2.887, 3.775, -0.849)  -0.77
C (2.159, 2.853, -0.444)  0.12
N (1.513, 1.946, -1.164)  -0.07
C (1.798, 1.641, -2.484)  0.16
C (3.023, 1.878, -3.120)  -0.69
C (3.216, 1.506, -4.438)  -0.66
C (2.199, 0.852, -5.134)  -0.74
C (1.002, 0.572, -4.502)  -0.36
C (0.784, 0.968, -3.177)  0.45
N (-0.345, 0.637, -2.450)  -0.13
C (-1.520, 0.295, -2.970)  0.10
O (-2.038, 0.720, -4.011)  -0.79
C (-2.296, -0.724, -2.164)  0.22
C (-3.599, -1.044, -2.529)  -0.53
C (-4.251, -2.048, -1.837)  -0.37
C (-3.573, -2.722, -0.830)  -0.96
C (-2.282, -2.329, -0.532)  -0.41
N (-1.669, -1.339, -1.178)  0.39
C (1.890, 2.810, 1.046)  0.65
C (2.840, 3.347, 1.905)  -0.65
C (2.608, 3.299, 3.267)  -0.31
C (1.417, 2.752, 3.731)  -0.83
C (0.516, 2.260, 2.801)  0.07
N (0.750, 2.286, 1.489)  -0.07
H (3.794, 2.395, -2.567)  0.42
H (4.156, 1.730, -4.931)  0.34
H (2.350, 0.553, -6.164)  0.34
H (0.200, 0.065, -5.023)  0.41
H (-4.052, -0.493, -3.341)  0.51
H (-5.274, -2.307, -2.081)  0.39
H (-4.038, -3.533, -0.284)  0.40
H (-1.709, -2.824, 0.241)  0.56
H (3.741, 3.772, 1.486)  0.45
H (3.347, 3.678, 3.964)  0.40
H (1.192, 2.693, 4.788)  0.39
H (-0.423, 1.808, 3.104)  0.26
Se (-2.169, 0.588, 1.408)  -0.07
C (-2.173, -0.568, 2.915)  0.25
C (-2.911, -0.198, 4.043)  -0.54
C (-2.958, -1.044, 5.138)  -0.28
N (-2.332, -2.222, 5.207)  -0.69
C (-1.628, -2.568, 4.122)  -0.65
C (-1.523, -1.801, 2.973)  0.05
H (-3.443, 0.746, 4.055)  0.38
H (-3.530, -0.761, 6.019)  0.33
H (-1.115, -3.523, 4.179)  0.37
H (-0.907, -2.138, 2.155)  0.34
O (0.897, -0.886, 1.951)  -0.42
C (2.091, -0.573, 1.705)  -0.12
O (2.474, -0.066, 0.633)  -0.47
H (2.837, -0.784, 2.483)  0.38
F (2.471, -3.486, -2.194)  -0.39
B (1.181, -3.247, -1.701)  0.32
F (1.133, -1.928, -1.118)  -0.13
F (0.226, -3.311, -2.736)  -0.44
F (0.854, -4.179, -0.686)  -0.42

Atomic forces in eV per Å
Tl -0.371 0.341 -0.581
O 0.225 -0.188 0.116
C -0.260 0.286 -0.450
N -0.047 -0.372 0.814
C 0.294 0.336 -0.138
C -0.102 0.166 0.148
C -0.094 -0.087 -0.094
C 0.119 0.067 0.102
C -0.218 0.040 0.046
C -0.242 0.095 -0.328
N -0.027 -0.630 0.716
C 0.050 0.423 -0.144
O 0.112 -0.210 -0.065
C -0.051 -0.028 -0.029
C -0.106 -0.010 0.027
C 0.042 0.080 -0.041
C -0.070 -0.043 -0.021
C 0.122 0.030 -0.096
N -0.064 -0.288 0.345
C -0.156 0.080 -0.005
C 0.136 0.068 0.169
C -0.067 -0.017 -0.013
C 0.033 0.026 -0.048
C 0.047 0.022 0.004
N 0.253 -0.115 0.080
H -0.012 -0.007 -0.034
H 0.004 -0.028 0.034
H -0.024 -0.006 -0.010
H 0.066 -0.009 0.001
H 0.006 -0.024 0.004
H 0.004 -0.025 -0.019
H 0.044 0.033 0.002
H -0.002 0.012 -0.017
H -0.038 -0.003 -0.037
H 0.000 0.014 0.002
H 0.004 -0.005 -0.021
H 0.061 0.018 -0.063
Se 0.150 0.125 -0.352
C 0.073 -0.069 -0.166
C -0.008 -0.027 0.055
C 0.045 -0.104 -0.021
N 0.005 0.073 -0.066
C -0.127 0.082 0.046
C -0.055 -0.052 0.099
H 0.009 -0.002 0.035
H 0.004 0.023 -0.041
H 0.010 0.018 -0.029
H -0.043 -0.031 0.067
O 0.355 0.301 -0.197
C -0.210 -0.437 -0.231
O -0.017 0.035 0.241
H 0.124 0.016 0.105
F -0.290 0.031 0.130
B -0.194 -0.058 -0.021
F 0.183 -0.127 -0.017
F 0.251 -0.030 0.224
F 0.063 0.191 -0.217

The LUMO energy comes out at 4.25 eV. Its charge is -2.

What is the charge in the first record? 0

Which value of charge does entry 1 give? 0

What is the charge in the third record? 0

Which of these has the lowest charge? C24H17BF4N5O4SeTl